Here is a structure of composition C43H66B2N14Os at a distorted geometry from the OMol25 dataset. Energies are from ωB97M-V/def2-TZVPD.

* E_tot: -70323.10476 eV
* 2S+1: 2
* Kohn-Sham gap (spin up / spin down): 3.48 / 3.89 eV
* charge: +3

```
126
C43H66B2N14Os ωB97M-V/def2-TZVPD
Os -0.300 0.152 0.447
C 1.892 2.937 0.197
C 0.672 3.058 1.044
C 0.261 4.168 1.753
C -0.903 3.781 2.397
N -1.184 2.515 2.085
N -0.218 2.049 1.256
B -2.405 1.618 2.391
N -2.980 1.221 0.999
C -4.214 1.427 0.530
C -4.282 0.962 -0.785
C -3.027 0.471 -1.067
C -2.570 -0.087 -2.370
N -2.239 0.635 0.044
N -1.911 0.359 3.091
C -2.202 -0.154 4.291
C -1.564 -1.374 4.412
C -0.874 -1.561 3.217
C -0.058 -2.725 2.770
N -1.084 -0.497 2.441
N -3.554 2.203 3.187
C -3.880 3.426 3.755
C -5.099 3.310 4.339
C -5.503 1.971 4.103
C -6.769 1.316 4.518
N -4.550 1.327 3.403
H 2.503 3.830 0.310
H 1.634 2.829 -0.850
H 2.490 2.069 0.480
H 0.744 5.132 1.808
H -1.512 4.362 3.068
H -4.990 1.874 1.132
H -5.134 1.000 -1.448
H -3.432 -0.394 -2.958
H -1.898 -0.936 -2.245
H -2.039 0.679 -2.940
H -2.840 0.356 4.993
H -1.592 -2.045 5.256
H 0.039 -3.449 3.575
H 0.939 -2.413 2.452
H -0.528 -3.219 1.916
H -3.248 4.296 3.708
H -5.648 4.061 4.887
H -7.346 1.960 5.175
H -6.576 0.362 5.012
H -7.382 1.076 3.646
C 1.776 -0.386 4.361
C 2.537 0.459 3.346
C 2.134 1.924 3.493
C 2.594 -0.099 1.921
C 3.825 -0.524 1.483
C 3.702 -0.957 0.165
C 4.935 -1.329 -0.613
C 5.277 -0.195 -1.588
C 5.001 -2.712 -1.258
N 2.416 -0.809 -0.189
N 1.703 -0.273 0.872
B 1.736 -1.204 -1.528
N 1.346 0.078 -2.313
N 0.369 0.930 -1.745
C 0.171 1.969 -2.552
C 1.016 1.799 -3.659
C 1.768 0.588 -3.458
C 2.777 0.269 -4.524
C 3.438 -1.096 -4.654
C 3.830 1.410 -4.569
C -0.692 3.217 -2.479
C 0.213 4.465 -2.363
C -1.786 3.294 -1.416
N 0.501 -2.100 -1.222
N -0.528 -1.677 -0.396
C -1.480 -2.679 -0.351
C -1.008 -3.710 -1.122
C 0.225 -3.345 -1.657
C 0.947 -4.329 -2.531
C 1.034 -3.889 -3.991
C 2.290 -4.816 -1.989
C -2.879 -2.904 0.245
C -3.463 -2.096 1.397
C -3.910 -2.901 -0.908
H 1.926 0.038 5.354
H 2.140 -1.414 4.378
H 0.715 -0.382 4.159
H 3.579 0.410 3.655
H 1.061 2.057 3.357
H 2.684 2.566 2.804
H 2.379 2.252 4.503
H 4.741 -0.514 2.054
H 5.723 -1.333 0.139
H 4.445 -0.024 -2.270
H 6.169 -0.448 -2.161
H 5.472 0.734 -1.047
H 4.505 -2.740 -2.226
H 4.570 -3.471 -0.603
H 6.045 -2.973 -1.427
H 2.503 -1.838 -2.172
H 1.068 2.445 -4.524
H 2.199 0.404 -5.449
H 3.967 -1.406 -3.757
H 4.160 -1.055 -5.468
H 2.710 -1.855 -4.911
H 4.422 1.434 -3.656
H 3.379 2.396 -4.695
H 4.498 1.240 -5.412
H -1.167 3.270 -3.462
H 0.459 4.664 -1.319
H -0.319 5.333 -2.753
H 1.144 4.364 -2.926
H -1.435 2.896 -0.466
H -2.685 2.762 -1.715
H -2.058 4.338 -1.270
H -1.509 -4.651 -1.295
H 0.295 -5.201 -2.523
H 1.742 -3.076 -4.097
H 0.061 -3.564 -4.368
H 1.373 -4.725 -4.603
H 3.080 -4.098 -2.181
H 2.560 -5.747 -2.487
H 2.239 -5.011 -0.914
H -2.827 -3.934 0.599
H -3.544 -1.036 1.178
H -2.916 -2.237 2.320
H -4.472 -2.469 1.577
H -4.226 -1.882 -1.138
H -4.790 -3.467 -0.600
H -3.519 -3.361 -1.817
```

These are the Löwdin partial charges, in e, on atoms 1 to 99: 1.817, 0.006, -0.324, 0.040, 0.032, 0.056, -0.103, -0.662, 0.032, 0.045, 0.038, -0.317, 0.013, -0.098, 0.048, 0.020, 0.027, -0.373, 0.015, -0.015, -0.024, -0.041, 0.008, -0.304, -0.016, 0.085, 0.114, 0.059, 0.071, 0.143, 0.127, 0.148, 0.145, 0.109, 0.069, 0.087, 0.148, 0.139, 0.109, 0.072, 0.073, 0.101, 0.124, 0.089, 0.087, 0.088, -0.032, -0.324, -0.031, -0.175, 0.076, -0.121, -0.321, -0.020, -0.036, 0.072, -0.051, -0.478, 0.077, 0.036, -0.272, 0.057, -0.134, -0.320, -0.039, -0.026, -0.317, -0.037, -0.036, 0.085, -0.076, -0.192, 0.059, -0.110, -0.334, -0.017, -0.022, -0.309, -0.028, -0.029, 0.106, 0.099, 0.041, 0.136, 0.061, 0.086, 0.107, 0.149, 0.141, 0.040, 0.112, 0.099, 0.047, 0.090, 0.106, 0.118, 0.140, 0.154, 0.047

=====

Here is a structure of composition C43H66BrCl3IIrN2SbSi from the OMol25 dataset. Energies are from ωB97M-V/def2-TZVPD.

* E_tot: -181612.66631 eV
* 2S+1: 5
* Kohn-Sham gap (spin up / spin down): 5.88 / 3.81 eV
* charge: -1

```
119
C43H66BrCl3IIrN2SbSi ωB97M-V/def2-TZVPD
Ir -0.834 -0.427 0.115
C -4.611 -4.223 -0.847
C -4.340 -3.205 -1.962
C -2.874 -3.252 -2.378
C -4.880 -1.810 -1.649
C -6.024 -1.408 -2.334
C -6.676 -0.222 -2.037
C -6.183 0.585 -1.028
C -5.019 0.251 -0.337
C -4.539 1.140 0.805
C -5.255 0.788 2.115
C -4.741 2.630 0.528
C -4.368 -0.940 -0.675
N -3.196 -1.339 0.063
C -3.464 -1.972 1.137
C -2.587 -2.811 1.956
C -3.294 -3.545 2.920
C -2.787 -4.664 3.544
C -1.535 -5.119 3.129
C -0.791 -4.400 2.224
C -1.233 -3.158 1.684
N -0.385 -2.395 0.939
C 0.982 -2.821 0.974
C 1.768 -2.653 2.140
C 3.088 -3.085 2.112
C 3.632 -3.698 0.993
C 2.845 -3.881 -0.129
C 1.523 -3.442 -0.164
C 0.670 -3.728 -1.383
C 1.358 -3.344 -2.692
C 0.252 -5.201 -1.389
C 1.253 -2.004 3.414
C 1.988 -0.699 3.737
C 1.366 -2.958 4.608
H -4.403 -5.231 -1.217
H -5.652 -4.194 -0.514
H -3.968 -4.063 0.019
H -4.936 -3.534 -2.818
H -2.223 -2.999 -1.540
H -2.653 -2.543 -3.175
H -2.617 -4.259 -2.722
H -6.425 -2.064 -3.100
H -7.572 0.061 -2.577
H -6.701 1.502 -0.779
H -3.475 0.952 0.963
H -6.333 0.955 2.013
H -4.882 1.419 2.925
H -5.104 -0.250 2.412
H -5.803 2.887 0.493
H -4.279 2.940 -0.408
H -4.292 3.213 1.334
H -4.513 -2.064 1.433
H -4.309 -3.227 3.136
H -3.365 -5.200 4.285
H -1.139 -6.053 3.513
H 0.178 -4.771 1.918
H 3.702 -2.942 2.994
H 4.662 -4.034 1.001
H 3.262 -4.368 -1.004
H -0.234 -3.128 -1.302
H 2.192 -4.016 -2.919
H 1.732 -2.320 -2.652
H 0.644 -3.403 -3.516
H 1.129 -5.855 -1.399
H -0.348 -5.425 -2.275
H -0.344 -5.446 -0.507
H 0.208 -1.747 3.268
H 1.509 -0.211 4.588
H 1.965 -0.006 2.897
H 3.034 -0.893 3.999
H 2.400 -3.286 4.753
H 0.742 -3.844 4.485
H 1.051 -2.445 5.520
Br -1.296 0.410 2.436
Cl -1.547 3.372 0.806
Si -0.980 1.855 -0.571
Cl -2.284 2.343 -2.166
Cl -0.713 -0.622 -2.230
I 2.072 -0.024 0.050
C 5.455 3.854 -2.318
C 4.574 2.712 -1.812
C 5.380 1.897 -0.799
C 4.198 1.797 -2.982
Sb 2.637 3.224 -0.895
C 3.179 4.219 0.992
C 1.908 4.774 1.641
C 4.219 5.321 0.830
C 3.694 3.125 1.931
C 1.798 4.748 -2.256
C 0.779 5.593 -1.496
C 2.790 5.675 -2.948
C 1.051 3.921 -3.308
H 6.463 3.462 -2.509
H 5.556 4.673 -1.607
H 5.093 4.268 -3.255
H 6.212 1.411 -1.328
H 4.794 1.113 -0.315
H 5.819 2.528 -0.025
H 5.112 1.447 -3.481
H 3.594 2.311 -3.733
H 3.639 0.918 -2.650
H 1.488 5.622 1.113
H 2.156 5.111 2.656
H 1.125 4.016 1.735
H 3.909 6.083 0.110
H 5.186 4.929 0.515
H 4.371 5.824 1.795
H 2.938 2.355 2.103
H 3.927 3.583 2.902
H 4.594 2.629 1.577
H 1.264 6.322 -0.848
H 0.085 5.001 -0.895
H 0.179 6.155 -2.224
H 3.483 6.160 -2.258
H 2.229 6.467 -3.461
H 3.373 5.155 -3.706
H 0.289 3.273 -2.868
H 1.723 3.291 -3.894
H 0.540 4.599 -4.006
```

These are the Löwdin partial charges, in e, on atoms 1 to 99: 0.445, -0.051, -0.357, -0.087, -0.127, -0.045, -0.080, -0.036, -0.129, -0.393, -0.057, -0.123, -0.155, 0.043, -0.165, -0.156, -0.046, -0.076, -0.078, -0.016, -0.233, -0.049, -0.342, -0.213, -0.057, -0.073, -0.048, -0.202, -0.400, -0.088, -0.054, -0.391, -0.103, -0.058, 0.079, 0.083, 0.056, 0.118, 0.025, 0.060, 0.078, 0.105, 0.097, 0.103, 0.013, 0.082, 0.080, 0.057, 0.068, 0.024, 0.050, 0.127, 0.114, 0.100, 0.107, 0.120, 0.108, 0.098, 0.108, 0.044, 0.070, 0.051, 0.074, 0.078, 0.070, 0.069, 0.053, 0.076, -0.020, 0.078, 0.071, 0.061, 0.078, 0.135, 0.138, -0.369, 0.131, -0.036, 0.443, -0.121, -0.708, -0.155, -0.147, 1.460, -0.716, -0.138, -0.124, -0.146, -0.722, -0.139, -0.131, -0.153, 0.079, 0.056, 0.052, 0.081, 0.007, 0.060, 0.082

=====

Here is a structure of composition C43H66ClN4O4Y from the OMol25 dataset. Energies are from ωB97M-V/def2-TZVPD.

* E_tot: -73386.56790 eV
* 2S+1: 1
* Kohn-Sham gap: 7.28 eV

```
119
C43H66ClN4O4Y ωB97M-V/def2-TZVPD
Y -0.430 0.963 -1.425
C 1.939 3.514 -2.125
N 0.648 3.576 -1.427
C -0.171 4.622 -2.040
C 0.881 3.965 -0.025
C 1.386 2.828 0.831
N 0.397 1.758 0.965
C -0.731 2.245 1.789
C -1.869 1.279 1.944
C -2.159 0.708 3.169
C -3.272 -0.106 3.345
C -4.105 -0.272 2.243
C -3.861 0.291 0.990
C -2.679 1.042 0.819
O -2.300 1.541 -0.353
C -4.853 0.106 -0.165
C -6.119 -0.642 0.262
C -5.294 1.484 -0.684
C -4.215 -0.703 -1.302
C -3.538 -0.758 4.701
C -4.806 -1.612 4.696
C -2.354 -1.663 5.068
C -3.695 0.327 5.776
C 1.002 0.598 1.658
C 2.301 0.068 1.092
C 3.275 -0.315 2.004
C 4.459 -0.931 1.622
C 4.625 -1.170 0.262
C 3.693 -0.790 -0.700
C 2.515 -0.123 -0.288
O 1.648 0.323 -1.187
C 3.920 -1.110 -2.182
C 4.029 0.187 -2.998
C 5.210 -1.900 -2.422
C 2.758 -1.968 -2.712
C 5.499 -1.314 2.674
C 5.966 -0.052 3.413
C 6.725 -1.986 2.055
C 4.879 -2.288 3.685
H 2.506 4.444 -1.977
H 1.772 3.389 -3.193
H 2.523 2.670 -1.763
H 0.296 5.611 -1.937
H -1.149 4.653 -1.558
H -0.298 4.422 -3.103
H -0.053 4.360 0.373
H 1.611 4.788 0.012
H 1.655 3.227 1.822
H 2.293 2.405 0.402
H -1.132 3.137 1.309
H -0.348 2.532 2.779
H -1.495 0.916 4.003
H -4.997 -0.867 2.364
H -6.646 -0.126 1.068
H -5.901 -1.661 0.586
H -6.796 -0.704 -0.593
H -5.842 2.022 0.093
H -5.955 1.367 -1.547
H -4.434 2.088 -0.970
H -3.971 -1.712 -0.961
H -3.299 -0.239 -1.663
H -4.913 -0.795 -2.139
H -4.742 -2.421 3.966
H -5.693 -1.015 4.473
H -4.945 -2.061 5.682
H -2.227 -2.450 4.322
H -2.520 -2.133 6.041
H -1.422 -1.098 5.121
H -4.533 0.984 5.536
H -2.798 0.943 5.855
H -3.880 -0.127 6.753
H 0.250 -0.189 1.646
H 1.170 0.866 2.711
H 3.080 -0.124 3.055
H 5.524 -1.667 -0.067
H 4.892 0.771 -2.672
H 3.132 0.789 -2.870
H 4.158 -0.048 -4.059
H 6.097 -1.342 -2.116
H 5.303 -2.107 -3.490
H 5.204 -2.857 -1.897
H 1.801 -1.462 -2.599
H 2.713 -2.916 -2.170
H 2.913 -2.193 -3.772
H 6.420 0.655 2.715
H 6.706 -0.307 4.176
H 5.132 0.450 3.906
H 7.230 -1.326 1.347
H 6.459 -2.909 1.537
H 7.438 -2.238 2.844
H 4.021 -1.845 4.194
H 5.613 -2.567 4.445
H 4.539 -3.197 3.184
N -2.029 2.142 -3.053
C -1.803 1.858 -4.476
C -0.335 2.047 -4.817
N 0.484 1.274 -3.881
H -2.896 1.737 -2.713
H -2.099 3.138 -2.884
H -2.422 2.472 -5.136
H -2.067 0.813 -4.637
H -0.058 3.101 -4.728
H -0.172 1.762 -5.862
H 1.473 1.454 -4.005
H 0.338 0.280 -4.040
Cl -2.367 -6.427 -2.959
C -1.985 -4.729 -2.898
C -1.998 -3.977 -4.082
C -1.700 -2.640 -4.062
C -1.367 -1.968 -2.857
O -1.081 -0.708 -2.871
C -1.366 -2.751 -1.676
C -1.083 -2.176 -0.394
O -0.809 -1.001 -0.168
C -1.676 -4.123 -1.715
H -2.249 -4.468 -5.013
H -1.710 -2.059 -4.976
H -1.127 -2.867 0.463
H -1.666 -4.694 -0.794
```

These are the Löwdin partial charges, in e, on atoms 1 to 99: 1.543, -0.084, -0.271, -0.099, -0.191, -0.165, -0.184, -0.133, -0.148, 0.003, -0.173, 0.025, -0.083, -0.312, -0.260, -0.523, -0.070, -0.043, -0.033, -0.562, -0.070, -0.051, -0.051, -0.121, -0.129, 0.001, -0.175, 0.021, -0.081, -0.289, -0.264, -0.525, -0.043, -0.073, -0.036, -0.562, -0.052, -0.070, -0.051, 0.099, 0.070, 0.072, 0.100, 0.091, 0.064, 0.108, 0.129, 0.139, 0.117, 0.113, 0.130, 0.114, 0.081, 0.088, 0.085, 0.084, 0.090, 0.082, 0.060, 0.090, 0.049, 0.092, 0.086, 0.086, 0.083, 0.087, 0.082, 0.075, 0.089, 0.074, 0.082, 0.114, 0.126, 0.111, 0.081, 0.092, 0.035, 0.085, 0.085, 0.083, 0.088, 0.058, 0.093, 0.084, 0.088, 0.082, 0.075, 0.086, 0.086, 0.083, 0.075, 0.082, 0.089, -0.021, -0.233, -0.240, -0.022, 0.068, 0.070

=====

Here is a structure of composition C43H67AsIrN4O2PSi3 at a distorted geometry from the OMol25 dataset. Energies are from ωB97M-V/def2-TZVPD.

* E_tot: -152328.62707 eV
* 2S+1: 2
* Kohn-Sham gap (spin up / spin down): 4.30 / 3.95 eV
* charge: +1

```
122
C43H67AsIrN4O2PSi3 ωB97M-V/def2-TZVPD
Ir 0.087 -0.516 -0.159
O -3.371 -1.278 2.251
C -2.232 -1.073 1.878
N -1.629 -1.577 0.777
C -2.139 -2.667 0.137
O -2.778 -3.559 0.652
C -1.798 -2.690 -1.325
C -2.650 -3.353 -2.199
C -2.364 -3.347 -3.552
C -1.220 -2.683 -3.977
C -0.410 -2.070 -3.039
N -0.687 -2.067 -1.738
C -1.372 -0.075 2.610
C -1.775 0.324 3.880
C -1.031 1.279 4.548
C 0.093 1.798 3.922
C 0.427 1.334 2.660
N -0.283 0.416 2.016
H -3.516 -3.845 -1.787
H -3.003 -3.860 -4.255
H -0.950 -2.647 -5.020
H 0.498 -1.565 -3.338
H -2.664 -0.125 4.299
H -1.325 1.609 5.531
H 0.695 2.551 4.404
H 1.293 1.724 2.147
C -1.028 4.590 1.789
C -2.485 4.243 1.466
C -3.101 5.402 0.689
C -3.242 4.063 2.784
P -2.354 2.530 0.559
C -1.377 3.020 -0.906
C -1.799 3.935 -1.837
C -0.929 4.513 -2.758
C 0.456 4.322 -2.612
C 0.943 3.460 -1.694
C 0.059 2.535 -0.916
C -4.040 1.840 -0.067
C -4.947 1.708 1.156
C -4.757 2.640 -1.151
C -3.723 0.428 -0.603
H -0.988 5.530 2.337
H -0.431 4.706 0.886
H -0.577 3.815 2.407
H -3.152 6.269 1.348
H -4.113 5.178 0.365
H -2.498 5.679 -0.171
H -2.961 4.865 3.468
H -3.010 3.111 3.260
H -4.315 4.123 2.636
H -2.832 4.237 -1.855
H -1.308 5.172 -3.520
H 1.140 4.903 -3.212
H 2.006 3.347 -1.547
H 0.396 2.506 0.132
H -5.313 2.672 1.494
H -4.423 1.214 1.974
H -5.813 1.102 0.894
H -4.947 3.665 -0.846
H -5.724 2.169 -1.325
H -4.212 2.633 -2.092
H -4.138 -0.334 0.052
H -2.646 0.250 -0.662
H -4.139 0.275 -1.597
C -1.899 1.306 -3.505
C -0.441 1.128 -3.789
C -0.075 1.019 -5.124
C 1.228 0.768 -5.500
C 2.189 0.604 -4.516
C 1.867 0.725 -3.176
C 2.935 0.550 -2.145
C 0.537 1.009 -2.782
N 0.284 1.162 -1.414
H -2.232 2.294 -3.823
H -2.107 1.185 -2.449
H -2.468 0.568 -4.071
H -0.851 1.118 -5.871
H 1.485 0.689 -6.545
H 3.208 0.388 -4.801
H 3.881 0.313 -2.621
H 2.658 -0.255 -1.456
H 3.059 1.453 -1.553
C 5.203 -1.346 -0.579
Si 3.977 -2.823 -0.513
C 3.365 -3.325 -2.256
C 4.983 -4.296 0.194
As 2.046 -2.051 0.775
Si 1.045 -4.140 1.472
C 2.388 -5.313 2.164
C 0.322 -4.947 -0.103
C -0.215 -3.918 2.881
Si 3.134 -1.126 2.728
C 1.937 -1.138 4.228
C 3.778 0.631 2.281
C 4.666 -2.133 3.273
H 5.591 -1.193 -1.581
H 6.056 -1.525 0.069
H 4.736 -0.422 -0.255
H 4.195 -3.432 -2.946
H 2.680 -2.594 -2.675
H 2.850 -4.281 -2.227
H 6.014 -4.234 -0.145
H 4.599 -5.255 -0.139
H 5.004 -4.306 1.278
H 2.947 -5.799 1.372
H 1.929 -6.098 2.757
H 3.092 -4.793 2.806
H 0.571 -4.380 -0.998
H -0.759 -5.009 -0.038
H 0.693 -5.959 -0.231
H 0.256 -3.548 3.789
H -0.670 -4.877 3.117
H -1.025 -3.247 2.618
H 0.895 -1.126 3.921
H 2.094 -0.301 4.901
H 2.094 -2.041 4.811
H 3.282 1.021 1.394
H 4.843 0.611 2.073
H 3.631 1.339 3.091
H 4.389 -3.130 3.603
H 5.161 -1.647 4.108
H 5.395 -2.232 2.475
```

These are the Löwdin partial charges, in e, on atoms 1 to 99: 0.964, 0.088, -0.497, -0.001, -0.486, 0.110, -0.208, 0.025, -0.021, -0.024, -0.114, 0.027, -0.222, 0.017, -0.032, -0.058, -0.180, 0.004, 0.129, 0.117, 0.114, 0.100, 0.131, 0.120, 0.119, 0.094, -0.094, -0.653, -0.080, -0.089, 1.207, -0.253, -0.106, 0.042, -0.031, 0.042, -0.349, -0.648, -0.090, -0.086, -0.100, 0.096, 0.073, 0.051, 0.094, 0.070, 0.066, 0.092, 0.063, 0.071, 0.099, 0.130, 0.121, 0.123, 0.117, 0.067, 0.070, 0.098, 0.065, 0.094, 0.061, 0.077, 0.019, 0.087, -0.032, -0.218, -0.054, -0.068, -0.045, -0.232, -0.065, -0.292, -0.132, 0.081, 0.037, 0.095, 0.117, 0.106, 0.112, 0.078, -0.002, 0.071, -0.216, 0.392, -0.204, -0.204, 0.741, 0.372, -0.207, -0.190, -0.182, 0.372, -0.203, -0.220, -0.208, 0.028, 0.025, -0.011, 0.033